Entry 1:
76
Properties=species:S:1:pos:R:3:forces:R:3:mulliken_charge:R:1 method="wB97M-V/def2-TZVPD" charge=+1 homo_energy_ev=-10.74 e_tot_ev=-61212.401 orbital_gap_ev=7.8 fmax_ev_per_a=0.3
C -0.48514 4.70834 -2.34213 -0.1505 0.0786 -0.0827 -1.418
C -0.34102 3.24139 -1.98855 0.1217 -0.0580 0.1045 0.273
O -0.24733 2.99565 -0.58415 -0.0084 -0.0412 0.0084 -0.266
C 0.88945 3.50530 0.06700 0.0179 0.0726 -0.1383 -0.780
C 2.13536 2.69858 -0.23164 -0.0784 -0.0731 -0.0297 -0.354
O 1.89164 1.36361 0.26535 0.0760 0.0973 0.1586 -0.259
C 2.92069 0.48102 0.08778 0.0092 -0.1717 -0.0482 -0.308
S 2.06352 -1.15439 -0.19325 -0.2059 -0.0479 -0.0756 0.065
C 2.75845 -1.91802 -1.67530 0.1780 -0.1918 0.1505 -0.825
C 2.84347 -1.11417 -2.98585 -0.0351 -0.0378 0.0182 0.192
C 4.24261 -0.60665 -3.27925 0.0135 0.0523 -0.0012 -1.379
Cl 1.64433 0.22303 -3.01650 0.0208 -0.0136 -0.0823 -0.081
H -1.27241 5.16132 -1.73647 0.0456 -0.0168 -0.0209 0.344
H -0.77868 4.80399 -3.38969 0.0317 -0.0302 0.0428 0.428
H 0.43388 5.28223 -2.21498 -0.0021 -0.0588 0.0486 0.334
H -1.22652 2.68467 -2.29612 -0.0013 0.0597 -0.0058 0.319
H 0.52161 2.79559 -2.50556 -0.0636 0.0788 -0.0107 -0.093
H 1.08247 4.55230 -0.19565 0.0078 -0.0522 0.0259 0.389
H 0.67822 3.45927 1.13626 0.0154 0.0044 -0.0306 0.309
H 2.32440 2.64058 -1.30865 0.0624 -0.0107 0.0561 0.319
H 3.00859 3.12442 0.27075 -0.0575 0.0283 0.0105 0.399
H 3.51875 0.30691 0.98917 0.0218 0.0629 -0.0662 0.373
H 3.55413 0.67757 -0.78086 -0.0682 0.0416 0.0410 0.294
H 0.96760 -0.60419 -0.76041 0.0615 0.0755 0.0189 0.249
H 3.75144 -2.24851 -1.35659 -0.0367 -0.0312 -0.0957 0.385
H 2.15356 -2.82110 -1.78620 -0.0206 0.0742 0.0075 0.531
H 2.52028 -1.78598 -3.77915 0.0284 0.0588 -0.0122 0.409
H 4.89775 -1.45484 -3.49050 -0.0246 0.0186 0.0546 0.400
H 4.66330 -0.05387 -2.43701 -0.0151 0.0077 -0.0730 0.293
H 4.23848 0.04135 -4.15399 -0.0031 -0.0286 0.0215 0.399
C -7.67258 5.59434 -3.09033 0.0208 0.0948 0.0078 -0.768
O -6.86416 4.77900 -2.27287 -0.0283 -0.1166 -0.0317 -0.248
C -7.43880 4.54079 -1.00389 -0.0326 0.0093 0.0678 -0.606
C -6.77827 3.35427 -0.33835 -0.0722 0.0589 -0.0434 -0.303
O -7.15535 2.10931 -0.90808 0.0656 0.0242 0.0014 -0.424
C -6.41179 1.68822 -2.03781 0.0475 -0.0525 0.0308 -0.433
C -5.15175 0.93285 -1.67596 -0.0502 -0.0689 -0.0258 -0.600
O -4.15849 1.82148 -1.20008 -0.0530 0.0415 0.0679 -0.192
C -3.11551 1.16987 -0.52329 0.1105 -0.0040 -0.0504 -0.749
H -7.79166 6.59935 -2.66889 0.0137 -0.0089 0.0247 0.299
H -7.18143 5.67581 -4.05787 -0.0102 0.0005 0.0028 0.229
H -8.66793 5.15759 -3.22583 0.0085 -0.0200 -0.0130 0.330
H -8.51483 4.35011 -1.10478 0.0175 -0.0397 -0.0060 0.353
H -7.31177 5.41990 -0.35529 -0.0191 0.0322 -0.0415 0.380
H -7.12775 3.32285 0.69559 0.0631 -0.0102 0.0165 0.369
H -5.69325 3.47792 -0.34005 0.0034 -0.0178 -0.0084 0.180
H -6.17180 2.52911 -2.69178 -0.0108 0.0069 0.0070 0.269
H -7.06011 0.99512 -2.57822 -0.0108 0.0534 -0.0488 0.383
H -4.79111 0.40335 -2.57063 0.0519 -0.0043 0.0235 0.361
H -5.38286 0.18292 -0.90845 -0.0261 0.0304 0.0068 0.348
H -3.48867 0.55536 0.30445 -0.0422 0.0272 0.0030 0.446
H -2.44705 1.93597 -0.13512 0.0089 -0.0360 0.0174 0.120
H -2.54326 0.51636 -1.19978 -0.0220 -0.0129 -0.0153 0.255
C 2.08371 -7.41485 5.08579 0.0420 -0.0397 0.0915 -0.761
O 2.93127 -6.38790 4.61691 -0.0745 0.0495 -0.1068 -0.274
C 3.91006 -6.85889 3.71682 0.0637 -0.0314 -0.0350 -0.580
C 4.54514 -5.69754 2.98759 -0.0454 -0.0749 0.0243 -0.451
O 3.68380 -5.10058 2.01895 0.0158 0.0259 0.0487 -0.418
C 2.77940 -4.13378 2.51360 0.0405 0.0866 -0.0534 -0.521
C 3.37576 -2.74234 2.55262 -0.1022 0.1295 -0.0243 -0.043
O 4.25248 -2.58351 3.63510 0.1222 -0.1994 -0.0780 -0.374
C 5.11872 -1.48524 3.49104 -0.0599 0.1186 0.0577 -0.713
H 2.63696 -8.15749 5.67092 0.0251 0.0135 -0.0091 0.295
H 1.33499 -6.95182 5.72443 -0.0028 -0.0109 -0.0072 0.240
H 1.58762 -7.92805 4.25503 -0.0169 0.0192 -0.0062 0.330
H 3.46050 -7.55042 2.99223 -0.0029 0.0387 -0.0215 0.352
H 4.70123 -7.40202 4.25325 -0.0434 -0.0282 0.0301 0.402
H 5.39701 -6.08021 2.42394 0.0320 0.0413 0.0218 0.365
H 4.89854 -4.95283 3.70361 -0.0042 0.0072 -0.0118 0.261
H 2.38720 -4.40222 3.49587 0.0242 -0.0321 -0.0023 0.280
H 1.94862 -4.11126 1.80118 -0.0547 -0.0353 0.0681 0.366
H 2.55282 -2.00956 2.62244 0.0486 0.0414 0.0153 0.412
H 3.91436 -2.56870 1.60274 0.0259 -0.0107 0.0210 0.061
H 5.71367 -1.56574 2.57268 0.0126 -0.0226 0.0043 0.292
H 5.78679 -1.47734 4.34853 0.0020 -0.0028 -0.0117 0.280
H 4.56668 -0.53495 3.47420 -0.0220 -0.0189 -0.0033 0.261

=====

Entry 2:
73
Properties=species:S:1:pos:R:3:forces:R:3:lowdin_spin:R:1 method="wB97M-V/def2-TZVPD" charge=+4 spin_multiplicity=6 s2=8.79 homo_energy_ev="-17.75 / -20.30" e_tot_ev=-74318.199 orbital_gap_ev="6.4 / 4.1" fmax_ev_per_a=5.2
Ir -0.48480 -0.11149 -0.46225 -0.0637 -0.4923 1.2123 0.952
P -1.73768 1.67412 0.12263 -2.0034 2.9714 1.4250 0.098
P -2.12164 -1.55717 0.93961 -0.6227 -0.1074 0.8937 0.169
P 1.40077 1.29817 -0.70049 0.6137 0.6718 -0.1295 0.065
H -0.35280 -2.78539 -1.00923 0.4051 0.0499 -0.1229 0.012
C 0.46855 -2.08047 -0.92163 0.3742 -0.7502 1.1301 0.259
C 0.96212 -1.72804 0.35371 0.1491 0.0616 -0.5682 0.065
H 0.54943 -2.19038 1.25651 0.1907 0.1728 -0.4293 0.010
C -2.90022 1.95497 -1.27277 0.1764 -0.3985 -0.2246 0.075
C -2.83994 1.76330 1.61465 0.1013 -0.6359 0.0693 0.003
C -1.04761 3.36482 0.40629 0.5594 -0.2027 -0.2065 0.005
C -1.92579 -3.37286 1.03358 0.3646 -0.1256 -0.3836 0.020
C -1.99175 -1.08684 2.70765 0.1396 0.3214 0.3773 0.046
C -3.87132 -1.38174 0.37972 0.1967 -0.0302 -0.0097 0.006
C 2.88096 0.38584 -1.25206 0.1743 0.0192 -0.1242 0.009
C 2.07345 2.21062 0.74158 -0.2400 -0.0342 0.2082 0.018
C 1.21364 2.63078 -1.97213 -0.0197 -0.1668 -0.1632 0.022
H 1.08950 -1.94910 -1.80990 -0.1933 0.2428 0.2663 0.037
H 1.94938 -1.25656 0.45075 -0.4878 -0.4110 -0.0420 0.006
H -3.43197 2.90884 -1.14464 0.2411 -0.2114 0.0732 0.012
H -3.62801 1.13537 -1.31930 0.1710 0.1899 -0.0419 0.001
H -2.32732 1.96858 -2.20885 -0.2826 0.0883 0.1014 0.006
H -3.41868 2.69986 1.60912 0.3357 -0.2285 -0.2723 0.000
H -2.20267 1.75912 2.50910 -0.2034 0.0461 -0.2187 0.001
H -3.55270 0.93705 1.68931 0.2355 0.3143 -0.0109 0.000
H -1.85767 4.11077 0.36707 0.1440 -0.4467 -0.0258 0.002
H -0.29491 3.64058 -0.33744 -0.2139 0.0697 0.2443 0.000
H -0.59540 3.40478 1.40569 -0.1771 0.0403 -0.2570 0.000
H -2.92735 -3.80239 1.18021 0.3103 0.1067 -0.0349 0.005
H -1.30034 -3.64921 1.89353 -0.1078 0.0878 -0.3631 0.000
H -1.49437 -3.78934 0.11784 -0.2629 -0.1650 0.2717 0.001
H -2.96487 -0.73117 3.07112 0.2752 -0.1517 0.0370 0.005
H -1.22646 -0.29870 2.84740 -0.8163 -0.5860 -0.1952 0.002
H -1.68991 -1.97226 3.28857 -0.2447 0.2385 -0.2065 0.003
H -4.40409 -2.30435 0.63092 -0.0231 0.2654 0.0743 0.000
H -3.89584 -1.26360 -0.71026 -0.0370 -0.1053 0.2106 0.004
H -4.37897 -0.52487 0.82833 0.0346 -0.2533 -0.0545 0.000
H 3.42149 1.00696 -1.97256 0.0398 -0.1036 0.1385 0.000
H 2.64934 -0.56690 -1.73131 0.0626 0.1227 0.0013 0.003
H 3.54313 0.20117 -0.40045 -0.0691 -0.0227 -0.1710 0.001
H 2.73982 3.00721 0.38589 -0.0795 -0.2446 0.0461 0.002
H 2.63965 1.53137 1.38513 -0.0168 0.0331 -0.2374 0.001
H 1.28332 2.64899 1.35315 0.1926 0.0095 -0.2374 -0.001
H 1.75918 2.31356 -2.86893 -0.0479 0.2035 0.2077 0.004
H 1.63551 3.57847 -1.61176 -0.0327 -0.2911 -0.0811 0.002
H 0.17790 2.80625 -2.27551 0.1015 -0.0351 0.1192 0.004
C 0.44289 -0.90870 -4.71173 0.0154 -0.2945 -0.6549 0.294
C -0.00652 -0.48401 -5.99601 0.3321 0.4260 -1.0978 0.133
C 0.56660 -1.01487 -7.15140 -0.7920 0.6153 0.6995 0.027
C 1.51424 -2.05201 -7.05374 -0.1807 0.1591 -0.3420 0.234
C 1.82174 -2.60518 -5.80065 -0.4114 0.0013 1.6994 0.053
C 1.26511 -2.06160 -4.63460 0.9912 -0.6347 -0.8164 0.100
S 0.04331 0.05041 -3.38745 -0.1049 -0.5344 -1.0450 1.112
H -1.93259 -0.80865 -0.74871 0.0744 0.0187 -1.4143 0.113
H -0.73254 0.33003 -6.00342 0.1876 -0.2027 -0.4671 0.007
H 0.26998 -0.62782 -8.12781 0.0672 -0.1323 0.2965 0.000
H 1.97707 -2.44771 -7.96075 -0.1217 0.0915 0.2862 0.008
H 2.47477 -3.47939 -5.73070 -0.2011 0.3498 -0.0104 0.001
H 1.48466 -2.46855 -3.65642 0.2315 -0.1872 -0.2270 0.003
C 2.92865 1.17247 4.12338 -0.2919 0.2768 -0.2200 0.004
P 1.33458 0.33045 4.02815 4.2808 -1.0812 2.8397 0.098
C 1.72671 -1.41950 3.87699 -0.6938 -0.5007 -0.4480 0.051
C 0.52921 0.56216 5.62521 -1.4235 0.5338 0.2548 0.126
O 0.45420 0.84923 2.92322 -1.8288 0.9256 -1.6873 0.678
H 3.57951 0.86101 3.29559 -0.1292 0.0352 0.2284 0.000
H 3.42084 0.92433 5.07372 -0.1453 0.0228 -0.1935 0.000
H 2.76659 2.25764 4.07037 0.1332 -0.1971 0.0819 0.000
H 2.51736 -1.69265 4.58254 -0.0350 0.2917 0.0346 0.006
H 0.83938 -2.02033 4.09641 0.1073 0.0004 -0.0090 0.000
H 2.06183 -1.63621 2.85929 0.0897 0.0528 0.1921 -0.001
H 0.26552 1.62236 5.72279 0.0678 -0.1686 0.0662 0.000
H -0.38496 -0.04177 5.65792 0.1420 0.0992 0.0152 0.001
H 1.19980 0.27015 6.44018 0.2956 -0.0936 -0.3578 0.015

=====

Entry 3:
70
Properties=species:S:1:pos:R:3:forces:R:3:nbo_charge:R:1 method="wB97M-V/def2-TZVPD" charge=+2 e_above_lowest_ev=0.1060 homo_energy_ev=-14.98 e_tot_ev=-46123.410 orbital_gap_ev=10.4 fmax_ev_per_a=0.9
C -2.96752 1.69814 -3.65211 0.0408 -0.1785 -0.1785 -0.608
H -3.93821 1.95433 -4.06611 -0.0909 0.1171 0.0084 0.233
C -2.51014 0.35182 -4.20041 0.0321 -0.0394 0.2472 -0.393
C -1.19071 -0.12799 -3.58996 -0.0326 0.1093 -0.3350 -0.396
C 0.01014 0.67702 -4.08792 -0.0096 -0.1873 0.3247 -0.403
H -0.20231 1.73722 -3.96020 0.0527 0.0793 -0.0809 0.226
H 0.15866 0.49816 -5.15297 -0.0137 0.0692 -0.1314 0.216
C 1.29914 0.36938 -3.31824 -0.0603 0.0191 -0.1467 -0.426
C 1.88921 -0.99408 -3.69668 -0.4853 0.5872 -0.5290 -0.217
H 1.09834 -1.65219 -4.06119 0.1283 -0.1462 0.1098 0.230
H 2.61124 -0.86414 -4.50398 0.0702 -0.1436 0.0951 0.237
N 2.58160 -1.70653 -2.57280 -0.0213 -0.0421 -0.0526 -0.210
C 3.52634 -0.78508 -1.91053 0.5256 0.6581 0.4016 -0.433
H 2.99869 -0.02573 -1.34003 -0.0765 -0.0776 -0.1057 0.249
H 4.13624 -0.29330 -2.66583 -0.0480 -0.0997 -0.0984 0.245
H 4.18987 -1.32770 -1.24154 -0.0687 -0.1284 -0.0501 0.232
C 3.35485 -2.83414 -3.13246 0.4586 -0.6947 -0.3607 -0.413
H 4.18093 -2.46109 -3.73516 -0.0586 0.1370 0.0540 0.243
H 3.76202 -3.44864 -2.33143 -0.0540 0.0869 0.0875 0.232
H 2.72085 -3.45511 -3.76329 -0.1199 0.1124 0.0632 0.240
C 1.52986 -2.24127 -1.65268 -0.6929 -0.3347 0.4878 -0.244
C 1.93986 -2.50590 -0.20942 -0.0878 0.4898 0.2092 -0.556
H 1.30330 -3.28487 0.20726 0.0787 -0.0193 -0.0701 0.264
H 2.97556 -2.81457 -0.09305 0.0799 -0.1304 -0.0014 0.244
S 1.73035 -1.01026 0.85214 0.2294 -0.1797 -0.0211 0.101
S -0.26933 -1.00508 1.19930 -0.1860 -0.1911 0.1232 0.086
C -0.40617 -1.66724 2.91717 -0.0025 0.2921 -0.4594 -0.558
C -0.29218 -0.59661 3.99793 0.7750 -0.4060 -0.1917 -0.237
H 0.44623 0.14444 3.68138 -0.1425 -0.0134 0.1410 0.241
H 0.08555 -1.06807 4.90928 -0.1423 0.1614 0.0289 0.242
N -1.54445 0.12676 4.37203 -0.0314 -0.0474 -0.0275 -0.208
C -2.50318 -0.80653 5.00009 -0.5820 -0.5950 0.3821 -0.417
H -3.34766 -0.25243 5.40565 0.0816 0.1157 -0.0795 0.246
H -2.88670 -1.52111 4.27566 0.0886 0.0856 -0.0830 0.233
H -2.02615 -1.34976 5.81402 0.1195 0.0829 -0.0389 0.239
C -1.19137 1.15584 5.37231 0.2421 0.6615 0.5921 -0.418
H -2.07079 1.74655 5.62153 -0.0705 -0.0832 -0.0896 0.242
H -0.42212 1.82055 4.98676 -0.0282 -0.1039 -0.1139 0.241
H -0.82109 0.68535 6.28152 -0.0220 -0.1396 -0.0909 0.241
C -2.21543 0.76138 3.19513 -0.1182 0.5704 -0.7460 -0.216
C -1.44539 1.87830 2.49689 -0.1088 -0.0768 -0.0460 -0.431
H -1.38441 2.76669 3.12449 0.0375 0.0236 0.0855 0.221
H -0.43449 1.55935 2.24850 0.0615 0.0035 0.0864 0.214
C -2.17020 2.25036 1.19796 0.1433 0.1749 0.1326 -0.390
H -3.14416 2.67417 1.44472 -0.1139 -0.0633 0.0064 0.220
C -1.38627 3.25538 0.35364 0.0002 -0.3807 -0.0300 -0.399
H -1.06640 4.09129 0.97699 -0.0155 0.1337 0.0067 0.208
C -0.17353 2.64218 -0.34447 -0.0624 0.3216 0.0166 -0.383
C 0.49497 3.64972 -1.27122 -0.0242 -0.2231 0.1198 -0.606
H 0.81365 4.52479 -0.71165 0.0758 0.1347 0.0066 0.219
H 1.36940 3.21872 -1.75323 0.1220 0.0217 -0.0954 0.200
H -0.19838 3.97616 -2.04156 -0.0596 0.0804 -0.1284 0.212
H -0.50437 1.77476 -0.92208 -0.0069 -0.1498 -0.0029 0.181
H 0.55643 2.29717 0.39245 0.0186 -0.1251 0.0261 0.185
H -2.05374 3.65496 -0.41072 -0.0242 0.0999 -0.0052 0.221
H -2.33929 1.34718 0.60661 -0.0845 -0.0644 -0.0413 0.197
H -3.17241 1.15810 3.53957 0.0227 -0.1590 0.1238 0.238
H -2.42532 -0.02675 2.46900 -0.0473 -0.0691 0.1838 0.221
H 0.40894 -2.37812 3.04268 -0.0776 -0.0093 0.0737 0.268
H -1.34367 -2.21679 2.95013 -0.0322 -0.1095 0.0676 0.243
H 0.69515 -1.53515 -1.64219 0.1343 -0.1045 -0.1273 0.248
H 1.16395 -3.17206 -2.09306 0.0950 0.1400 -0.1445 0.241
H 1.06055 0.41765 -2.25442 0.0505 0.0157 0.1209 0.205
H 2.02843 1.15297 -3.52382 0.0981 -0.0282 0.1120 0.231
H -1.26176 -0.04364 -2.50029 0.0366 -0.0442 0.1169 0.182
H -1.06300 -1.18567 -3.83581 0.0366 -0.0864 0.0802 0.194
H -2.40304 0.41519 -5.28377 -0.0460 -0.0798 -0.0812 0.210
H -3.28024 -0.39215 -3.98877 -0.0075 -0.0193 -0.1042 0.212
H -2.27476 2.49302 -3.91494 0.0437 0.1594 0.0099 0.201
H -3.05945 1.66089 -2.56793 -0.0231 0.0293 0.1569 0.191